[1]
This record from the OMol25 dataset describes a cluster of 2 separate species, C4H14NOS in total at a distorted geometry. The level of theory is ωB97M-V with the def2-TZVPD basis set.

Last column: Löwdin charge in e.
Element x y z (Å)
C: -1.61 1.05 -1.82  -0.03
C: -0.86 0.74 -0.44  -0.36
C: 0.60 1.03 -0.74  -0.29
C: 1.43 1.49 0.40  -0.46
S: 1.86 0.16 1.77  0.69
N: -1.15 -0.54 0.20  0.19
H: -1.18 2.02 -2.13  0.08
H: -1.37 0.25 -2.65  0.13
H: -2.67 1.31 -1.80  0.07
H: -1.12 1.55 0.33  0.18
H: 0.66 1.81 -1.43  0.09
H: 1.21 0.17 -1.35  0.19
H: 2.44 1.76 0.02  0.09
H: 1.05 2.35 0.95  0.08
H: 2.43 0.97 2.58  -0.19
H: -1.15 -1.47 -0.32  0.15
H: -0.52 -0.56 1.05  0.11
H: -2.10 -0.40 0.59  0.18
H: -2.40 -3.68 -0.45  0.10
H: -1.02 -3.95 -1.02  0.00
O: -1.68 -3.34 -1.06  -0.02

The energy above the lowest of the compared OMol25 structures with the same formula, charge and spin comes out at 35.77 kcal/mol. The LUMO energy comes out at -3.203 eV. Its charge is +1.


[2]
This record from the OMol25 dataset describes a cluster of 4 separate species, C5H17NO5 in total at a distorted geometry. The level of theory is ωB97M-V with the def2-TZVPD basis set.

Last column: Löwdin charge in e.
Element x y z (Å)
C: -0.25 0.56 0.24  -0.24
N: -0.65 1.97 0.25  0.02
C: -1.15 2.57 1.42  -0.35
O: -1.61 3.67 1.34  0.02
C: -1.44 -0.41 -0.03  -0.19
C: -1.86 -0.42 -1.51  -0.19
C: -0.71 -0.83 -2.46  -0.30
O: -0.07 -1.99 -2.00  -0.11
H: 0.49 0.42 -0.56  0.08
H: 0.21 0.25 1.25  0.12
H: -0.87 2.39 -0.62  0.12
H: -0.99 2.07 2.42  0.15
H: -2.29 -0.15 0.60  0.10
H: -1.07 -1.45 0.24  0.12
H: -2.29 0.54 -1.87  0.10
H: -2.76 -1.15 -1.62  0.14
H: -1.12 -1.11 -3.44  0.11
H: 0.00 -0.01 -2.60  0.11
H: 0.63 -1.77 -1.29  0.05
H: 3.53 1.27 0.22  0.06
H: 2.00 1.59 0.51  0.05
O: 2.73 0.96 0.63  -0.03
H: 1.58 -1.81 0.73  0.02
H: 2.27 -0.61 0.00  0.02
O: 1.82 -1.47 -0.15  -0.09
H: 1.94 -1.24 2.86  0.03
H: 0.58 -1.99 2.99  0.07
O: 1.38 -1.86 2.47  -0.01

The energy above the lowest of the compared OMol25 structures with the same formula, charge and spin comes out at 28.36 kcal/mol. The LUMO energy comes out at 0.115 eV.


[3]
This record from the OMol25 dataset describes the molecule C3H4N4O at a distorted geometry. The level of theory is ωB97M-V with the def2-TZVPD basis set.

Last column: Löwdin charge in e.
Element x y z (Å)
C: 0.20 0.68 -0.13  -0.37
C: -0.34 -1.53 -0.61  -0.13
C: 0.11 -1.84 0.66  -0.18
H: -0.76 3.47 -1.28  0.14
H: -0.75 -2.26 -1.25  0.09
H: -0.35 -2.81 1.35  0.18
H: 0.94 0.77 1.83  0.17
N: 0.05 2.01 -0.21  0.02
N: -0.11 -0.35 -1.17  0.17
N: 0.56 -0.93 1.43  0.04
N: 0.77 0.27 0.97  0.04
O: -0.34 2.53 -1.58  -0.17

The energy above the lowest of the compared OMol25 structures with the same formula, charge and spin comes out at 125.25 kcal/mol. The LUMO energy comes out at -0.578 eV.


[4]
This record from the OMol25 dataset describes the molecule C8H12N2 at a distorted geometry. The level of theory is ωB97M-V with the def2-TZVPD basis set.

Last column: Löwdin charge in e.
Element x y z (Å)
C: -0.51 1.56 -1.24  -0.04
C: -0.52 0.52 -0.04  -0.43
C: -0.44 1.44 1.27  -0.04
C: -1.88 -0.18 -0.11  -0.17
C: 0.62 -0.57 -0.03  -0.45
C: 0.54 -1.42 1.29  -0.03
C: 0.48 -1.55 -1.26  -0.03
C: 1.96 0.16 -0.09  -0.17
H: -1.42 2.16 -1.11  0.08
H: 0.43 2.11 -1.45  0.10
H: -0.84 0.96 -2.17  0.10
H: -0.96 2.40 1.16  0.08
H: -0.88 1.00 2.17  0.08
H: 0.56 1.61 1.59  0.07
H: 0.57 -0.65 2.13  0.09
H: 1.33 -2.14 1.35  0.08
H: -0.40 -1.94 1.44  0.08
H: 0.34 -1.01 -2.23  0.09
H: 1.35 -2.21 -1.21  0.09
H: -0.38 -2.23 -1.12  0.09
N: -2.94 -0.68 -0.12  0.17
N: 2.99 0.65 -0.23  0.17

The energy above the lowest of the compared OMol25 structures with the same formula, charge and spin comes out at 33.67 kcal/mol. The LUMO energy comes out at 0.657 eV.


[5]
This record from the OMol25 dataset describes a structure of composition C49H36BiClN14. The level of theory is ωB97M-V with the def2-TZVPD basis set.

Last column: Löwdin charge in e.
Element x y z (Å)
Bi: 0.82 0.03 0.67  1.88
C: 1.26 3.20 -5.36  -0.06
C: -0.01 3.69 -5.02  -0.05
C: -0.61 3.37 -3.82  0.01
C: 0.08 2.54 -2.95  -0.11
C: -0.19 2.10 -1.61  -0.29
N: 0.87 1.34 -1.17  -0.03
C: 1.83 1.30 -2.14  -0.32
N: 3.03 0.75 -2.09  0.18
C: 3.61 0.36 -0.98  -0.29
C: 5.03 0.06 -0.87  -0.11
C: 6.06 -0.01 -1.80  -0.01
C: 7.34 -0.25 -1.34  -0.06
C: 7.60 -0.40 0.03  -0.05
C: 6.59 -0.31 0.96  0.01
C: 5.30 -0.10 0.50  -0.10
C: 4.04 0.08 1.20  -0.27
N: 3.93 0.11 2.51  0.22
C: 2.86 0.46 3.18  -0.26
N: 1.60 0.71 2.69  -0.04
C: 0.80 1.15 3.71  -0.26
N: -0.46 1.55 3.63  0.21
C: -1.08 1.82 2.50  -0.27
N: -0.57 1.69 1.23  -0.05
C: -1.47 2.23 0.34  -0.30
N: -1.29 2.41 -0.94  0.22
C: -2.65 2.66 1.07  -0.11
C: -3.85 3.23 0.64  0.00
C: -4.79 3.52 1.61  -0.05
C: -4.54 3.28 2.97  -0.05
C: -3.35 2.72 3.39  0.00
C: -2.40 2.41 2.42  -0.10
C: 1.57 1.14 4.94  -0.10
C: 1.25 1.51 6.25  0.01
C: 2.25 1.42 7.20  -0.05
C: 3.54 0.99 6.86  -0.04
C: 3.86 0.64 5.56  0.01
C: 2.86 0.72 4.61  -0.10
N: 3.05 0.30 0.27  -0.04
C: 1.35 2.03 -3.29  -0.12
C: 1.95 2.37 -4.50  -0.01
H: 1.71 3.51 -6.29  0.11
H: -0.52 4.36 -5.71  0.11
H: -1.59 3.75 -3.56  0.12
H: 5.86 0.14 -2.86  0.11
H: 8.16 -0.31 -2.04  0.11
H: 8.62 -0.57 0.35  0.11
H: 6.78 -0.41 2.02  0.12
H: -4.02 3.41 -0.41  0.12
H: -5.74 3.96 1.32  0.12
H: -5.30 3.54 3.70  0.12
H: -3.15 2.53 4.44  0.12
H: 0.26 1.85 6.51  0.12
H: 2.04 1.69 8.22  0.11
H: 4.30 0.94 7.63  0.11
H: 4.86 0.33 5.29  0.12
H: 2.95 2.01 -4.74  0.11
N: -10.58 0.15 1.76  0.18
C: -9.49 0.05 1.41  -0.17
C: -8.13 -0.09 0.98  -0.22
C: -7.10 0.11 1.89  0.00
C: -5.78 -0.01 1.48  -0.01
C: -5.49 -0.35 0.16  -0.18
C: -6.52 -0.55 -0.75  0.00
C: -7.84 -0.42 -0.34  0.00
N: -4.14 -0.48 -0.25  0.00
C: -3.65 -0.35 -1.53  -0.03
C: -2.31 -0.54 -1.44  -0.16
N: -1.95 -0.79 -0.13  0.00
C: -3.08 -0.74 0.55  -0.15
H: -7.33 0.37 2.91  0.13
H: -4.98 0.19 2.18  0.11
H: -6.31 -0.83 -1.77  0.11
H: -8.65 -0.57 -1.05  0.13
H: -4.27 -0.12 -2.37  0.12
H: -1.57 -0.51 -2.22  0.08
H: -3.16 -0.93 1.61  0.14
Cl: 1.12 -5.52 -2.05  0.67
C: 0.61 -4.91 -0.51  -0.64
C: -0.26 -5.67 0.26  -0.08
C: -0.64 -5.17 1.49  -0.03
C: -0.16 -3.93 1.88  -0.13
N: 0.68 -3.20 1.14  0.01
C: 1.07 -3.68 -0.04  -0.20
H: -0.62 -6.62 -0.10  0.12
H: -1.31 -5.73 2.12  0.12
H: -0.44 -3.50 2.84  0.11
H: 1.75 -3.07 -0.62  0.08
N: 3.17 -3.38 -5.39  0.20
C: 1.98 -2.58 -4.93  -0.13
C: 2.23 -2.01 -3.53  -0.28
N: 1.02 -1.53 -2.89  0.03
H: 3.07 -3.68 -6.36  0.18
H: 3.28 -4.21 -4.81  0.17
H: 4.03 -2.83 -5.32  0.18
H: 1.12 -3.24 -4.92  0.13
H: 1.81 -1.78 -5.66  0.14
H: 2.93 -1.17 -3.57  0.10
H: 2.65 -2.79 -2.91  0.10
H: 0.29 -2.23 -2.85  0.08
H: 0.66 -0.69 -3.32  0.07

The LUMO energy (alpha / beta) comes out at -6.057 / -5.948 eV. Its charge is +2.


[6]
This record from the OMol25 dataset describes a cluster of 2 separate species, C4H7BO2 in total at a distorted geometry. The level of theory is ωB97M-V with the def2-TZVPD basis set.

Last column: Löwdin charge in e.
Element x y z (Å)
B: 1.45 -0.74 1.19  -0.37
C: -1.81 0.12 -1.44  -0.15
C: -1.61 0.77 -0.20  -0.29
C: -1.33 -1.11 -1.63  0.09
C: 2.33 0.57 1.43  -0.03
O: -0.66 0.63 0.53  0.03
O: 0.94 -1.80 1.09  0.13
H: -2.50 0.50 -2.13  0.08
H: -2.51 1.52 0.05  0.15
H: -1.49 -1.72 -2.58  0.10
H: -0.58 -1.39 -0.89  0.06
H: 2.20 1.08 2.35  0.02
H: 2.23 1.49 0.66  0.12
H: 3.34 0.09 1.58  0.07

The energy above the lowest of the compared OMol25 structures with the same formula, charge and spin comes out at 47.62 kcal/mol. The LUMO energy comes out at 0.009 eV.


Number 1: DFT total energy -18740.6367 eV. Number 2: DFT total energy -17188.1366 eV. Number 3: DFT total energy -11178.5375 eV. Number 4: DFT total energy -11469.7779 eV. Number 5: DFT total energy -90610.0832 eV. Number 6: DFT total energy -9032.2480 eV.